DFT (ωB97M-V/def2-TZVPD) results for a molecular structure, C36H21Cl2I2IrN6O5S.

- HOMO energy (spin up / spin down): -9.63 / -10.55 eV
- Molar mass: 1166.60 u
- Lowest unoccupied orbital energy (spin up / spin down): -3.68 / -5.60 eV
- 2S+1: 6
- HOMO-LUMO gap (spin up / spin down): 5.95 / 4.95 eV
- Total charge: +1

Geometry as XYZ:
```
74
Properties=species:S:1:pos:R:3:lowdin_charge:R:1
Ir -0.256 0.385 -0.488 1.736
C -0.428 5.877 -1.616 -0.082
C -1.374 5.313 -2.461 -0.073
C -1.485 3.937 -2.576 -0.031
C -0.645 3.114 -1.830 -0.265
C 0.318 3.671 -0.999 -0.047
C 0.419 5.050 -0.893 -0.071
N -0.787 1.698 -1.918 -0.178
N -1.211 1.239 -3.087 0.096
C -1.336 -0.103 -3.125 -0.347
C -1.838 -0.743 -4.268 0.016
C -1.940 -2.113 -4.269 -0.035
C -1.543 -2.850 -3.147 -0.025
C -1.053 -2.176 -2.053 -0.093
N -0.965 -0.842 -2.049 -0.040
H -0.342 6.952 -1.533 0.106
H -2.032 5.948 -3.040 0.108
H -2.212 3.490 -3.240 0.104
H 1.017 3.033 -0.478 0.083
H 1.183 5.479 -0.256 0.108
H -2.122 -0.136 -5.115 0.123
H -2.317 -2.624 -5.146 0.118
H -1.587 -3.929 -3.130 0.118
H -0.691 -2.694 -1.175 0.108
Cl 0.525 2.160 6.227 0.809
C 0.821 1.852 4.576 -0.568
C 2.089 1.457 4.188 -0.150
C 2.391 1.214 2.855 -0.610
I 4.295 0.744 2.276 1.114
C 1.358 1.307 1.865 -0.379
O 1.546 1.118 0.650 -0.100
C 0.026 1.724 2.300 -0.149
N -0.875 1.836 1.318 0.065
C -2.069 2.323 1.602 -0.069
C -2.432 2.689 2.902 0.009
C -1.528 2.521 3.923 0.023
C -0.245 2.037 3.623 -0.146
H 2.858 1.352 4.941 0.107
H -2.764 2.421 0.779 0.120
H -3.420 3.083 3.089 0.123
H -1.787 2.773 4.942 0.109
Cl -5.601 -2.878 2.813 0.730
C -4.065 -2.237 2.337 -0.603
C -2.944 -2.552 3.049 -0.145
C -1.674 -2.061 2.677 -0.631
I -0.008 -2.510 3.819 1.026
C -1.525 -1.273 1.563 -0.400
O -0.345 -0.826 1.141 -0.274
C -2.702 -0.889 0.876 -0.154
N -2.531 0.014 -0.125 0.005
C -3.557 0.427 -0.832 -0.107
C -4.859 -0.036 -0.577 -0.012
C -5.067 -0.924 0.444 0.012
C -3.978 -1.371 1.223 -0.159
H -3.031 -3.194 3.915 0.102
H -3.353 1.147 -1.617 0.115
H -5.678 0.322 -1.185 0.117
H -6.062 -1.286 0.666 0.104
O 2.484 -2.237 1.108 -0.334
S 2.219 -2.395 -0.292 0.640
O 1.551 -3.588 -0.733 -0.280
N 1.447 -1.078 -0.913 -0.160
C 2.246 -0.295 -1.660 -0.513
O 1.830 0.799 -2.050 0.037
C 3.585 -0.892 -1.892 -0.130
C 4.628 -0.405 -2.654 0.013
C 5.792 -1.163 -2.718 -0.047
C 5.898 -2.372 -2.035 -0.048
C 4.847 -2.860 -1.264 -0.018
C 3.701 -2.093 -1.213 -0.207
H 4.530 0.535 -3.181 0.128
H 6.627 -0.811 -3.308 0.112
H 6.813 -2.946 -2.104 0.114
H 4.925 -3.797 -0.731 0.128
```

---

DFT (ωB97M-V/def2-TZVPD) results for a molecular structure, C36H22N3O5OsPS3 in a non-equilibrium geometry.

- HOMO energy (spin up / spin down): -7.53 / -7.41 eV
- Molar mass: 893.99 u
- Lowest unoccupied orbital energy (spin up / spin down): -2.64 / -2.69 eV
- HOMO-LUMO gap (spin up / spin down): 4.89 / 4.72 eV

Geometry as XYZ:
```
71
Properties=species:S:1:pos:R:3:lowdin_charge:R:1
Os 0.564 0.168 -0.448 1.095
S -0.599 -1.038 3.191 0.683
C 0.457 -2.312 2.641 -0.725
C 1.372 -3.015 3.416 -0.036
C 2.108 -4.040 2.835 -0.175
C 3.050 -4.766 3.652 -0.168
N 3.782 -5.338 4.326 0.174
C 1.934 -4.370 1.484 -0.176
C 1.034 -3.646 0.708 -0.026
C 0.324 -2.615 1.288 -0.652
S -0.808 -1.567 0.421 0.791
C 2.678 -5.447 0.884 -0.173
N 3.260 -6.313 0.404 0.170
H 1.519 -2.774 4.460 0.123
H 0.911 -3.880 -0.341 0.135
O -1.479 0.668 -1.473 -0.485
S -1.064 0.002 -2.747 0.500
O -2.001 -0.789 -3.465 -0.237
O 0.183 -0.719 -2.351 -0.459
C -0.475 1.279 -3.812 -0.261
C -0.791 1.237 -5.160 -0.033
C -0.254 2.194 -6.008 -0.049
C 0.592 3.172 -5.510 -0.052
C 0.908 3.204 -4.159 -0.062
C 0.378 2.256 -3.295 -0.305
P 0.764 2.316 -1.514 1.017
C 2.575 2.539 -1.433 -0.352
C 3.212 3.230 -0.405 -0.111
C 4.591 3.151 -0.256 -0.072
C 5.342 2.362 -1.112 -0.066
C 4.712 1.648 -2.123 -0.057
C 3.340 1.734 -2.285 -0.088
C -0.071 3.843 -1.013 -0.318
C 0.603 5.057 -0.904 -0.083
C -0.091 6.209 -0.558 -0.068
C -1.459 6.158 -0.337 -0.071
C -2.140 4.958 -0.482 -0.067
C -1.452 3.802 -0.812 -0.088
H -1.447 0.459 -5.525 0.119
H -0.496 2.174 -7.062 0.113
H 1.010 3.916 -6.176 0.112
H 1.573 3.970 -3.778 0.118
H 2.639 3.806 0.310 0.101
H 5.073 3.699 0.543 0.110
H 6.414 2.286 -0.981 0.109
H 5.288 1.008 -2.778 0.113
H 2.860 1.154 -3.065 0.115
H 1.662 5.121 -1.111 0.095
H 0.441 7.147 -0.473 0.108
H -1.996 7.057 -0.064 0.107
H -3.211 4.918 -0.332 0.111
H -1.987 2.869 -0.931 0.094
O 4.119 -0.776 1.043 0.123
C 3.032 -0.311 0.832 -0.531
O 2.204 -0.742 -0.117 -0.216
C 2.428 0.786 1.657 -0.183
C 3.155 1.434 2.671 0.024
C 2.526 2.398 3.392 0.020
C 1.151 2.663 3.159 -0.143
C 0.419 3.586 3.943 -0.023
C -0.922 3.744 3.751 -0.058
C -1.594 2.977 2.772 -0.052
C -0.910 2.103 1.980 -0.069
C 0.480 1.951 2.147 -0.241
N 1.172 1.060 1.360 -0.027
H 4.184 1.139 2.823 0.130
H 3.048 2.953 4.162 0.124
H 0.939 4.137 4.717 0.117
H -1.481 4.441 4.362 0.108
H -2.664 3.081 2.655 0.114
H -1.416 1.494 1.241 0.087
```

---

DFT (ωB97M-V/def2-TZVPD) results for a molecular structure, C36H24ClF10N8O7PS2Zr in a non-equilibrium geometry.

- HOMO energy (spin up / spin down): -10.33 / -11.08 eV
- Molar mass: 1092.40 u
- Lowest unoccupied orbital energy (spin up / spin down): -3.74 / -4.68 eV
- 2S+1: 2
- HOMO-LUMO gap (spin up / spin down): 6.59 / 6.40 eV
- Total charge: +1

Geometry as XYZ:
```
90
Properties=species:S:1:pos:R:3:lowdin_charge:R:1
Zr 1.235 -0.116 -0.666 1.915
O -4.772 0.242 -0.811 0.157
C -4.477 -0.887 -0.192 -0.501
O -5.261 -1.456 0.523 0.086
C -3.060 -1.342 -0.251 -0.039
C -2.577 -2.561 0.219 -0.577
Cl -3.403 -3.917 0.797 0.884
N -1.228 -2.518 0.211 -0.036
N -0.809 -1.319 -0.239 0.058
C -1.898 -0.630 -0.552 -0.144
C -1.647 0.725 -1.114 -0.564
O -2.509 1.390 -1.637 0.128
O -0.401 1.079 -0.946 -0.208
C -0.318 -3.564 0.583 -0.255
C -0.276 -4.716 -0.186 -0.026
C 0.616 -5.717 0.165 -0.044
C 1.446 -5.556 1.265 -0.048
C 1.388 -4.396 2.023 -0.059
C 0.500 -3.387 1.684 -0.039
H -4.011 0.640 -1.297 0.081
H -0.918 -4.823 -1.050 0.125
H 0.666 -6.620 -0.428 0.118
H 2.143 -6.338 1.533 0.117
H 2.041 -4.271 2.877 0.116
H 0.471 -2.460 2.243 0.097
O -0.902 8.739 5.445 0.140
C 0.145 8.180 4.816 -0.472
O 1.205 8.733 4.796 0.142
C -0.058 6.843 4.150 -0.110
C 1.034 6.339 3.446 0.015
C 0.947 5.127 2.790 -0.090
C -0.237 4.394 2.858 -0.565
S -0.136 2.832 2.005 0.710
C -1.327 4.872 3.561 -0.099
C -1.231 6.104 4.195 -0.006
H -1.702 8.208 5.363 0.093
H 1.942 6.924 3.411 0.133
H 1.790 4.761 2.217 0.111
H -2.247 4.308 3.621 0.085
H -2.105 6.450 4.734 0.117
F 2.205 1.947 -0.557 -0.248
P 3.238 1.773 -1.913 0.251
F 4.436 2.264 -1.050 -0.045
F 4.079 1.332 -3.137 -0.033
F 1.855 1.051 -2.575 -0.220
F 2.809 3.162 -2.447 -0.030
F 3.401 0.190 -1.220 -0.254
S -2.100 2.482 1.544 0.796
C -2.457 1.004 2.381 -0.656
N -1.594 0.103 2.806 0.081
C -2.295 -1.058 3.387 -0.071
C -3.774 -0.771 3.047 -0.077
N -3.706 0.612 2.559 0.084
H -0.598 0.150 2.599 0.100
H -2.122 -1.090 4.462 0.130
H -1.936 -1.985 2.942 0.102
H -4.414 -0.833 3.924 0.137
H -4.177 -1.417 2.270 0.077
H -4.509 1.161 2.292 0.168
F 2.736 -3.168 -6.240 0.139
C 1.653 -2.494 -5.866 -0.141
C 0.704 -2.207 -6.822 -0.129
F 0.945 -2.609 -8.061 0.146
C -0.501 -1.533 -6.527 -0.031
C -0.649 -1.162 -5.175 -0.140
C 0.316 -1.440 -4.244 -0.105
F 0.058 -0.994 -2.967 0.020
C 1.505 -2.119 -4.524 -0.030
C 2.521 -2.384 -3.522 -0.163
C 2.189 -2.323 -2.208 -0.164
N 1.831 -2.194 -1.087 0.052
C 3.897 -2.605 -3.819 -0.198
N 5.022 -2.766 -3.998 0.182
F -1.735 -0.516 -4.757 0.128
C -1.494 -1.254 -7.515 -0.109
C -2.699 -0.577 -7.211 -0.174
N -3.700 -0.046 -6.996 0.209
C -1.361 -1.635 -8.871 -0.170
N -1.310 -1.953 -9.978 0.218
C 3.652 -1.156 1.730 -0.036
C 2.717 0.003 2.050 -0.471
C 2.312 0.064 3.509 -0.049
O 1.496 -0.111 1.260 -0.420
H 4.289 -1.381 2.586 0.092
H 4.299 -0.938 0.882 0.078
H 3.077 -2.053 1.496 0.059
H 3.173 0.952 1.753 0.134
H 1.870 -0.886 3.823 0.083
H 1.600 0.871 3.686 0.057
H 3.185 0.243 4.137 0.095
```